Entry from the Open Molecules 2025 dataset: 14 unconnected molecules or ions with the total composition C42H98N14O14 at a distorted geometry (wB97M-V/def2-TZVPD).

Last columns: bonded neighbours and bond lengths (Å).
CARTESIAN COORDINATES (ANGSTROEM)
1 C 0.8913 0.1185 -4.6158  O2 1.217, N3 1.338, H6 1.098
2 O -0.1896 0.6770 -4.6304  C1 1.217
3 N 1.3769 -0.5866 -5.6443  C1 1.338, C4 1.445, C5 1.452
4 C 0.8142 -0.6118 -6.9750  N3 1.445, H7 1.086, H8 1.089, H9 1.097
5 C 2.5887 -1.3730 -5.5013  N3 1.452, H10 1.085, H11 1.089, H12 1.100
6 H 1.4961 -0.0055 -3.7079  C1 1.098
7 H 1.5445 -0.3625 -7.7396  C4 1.086
8 H -0.0745 0.0175 -6.9815  C4 1.089
9 H 0.4566 -1.6321 -7.1611  C4 1.097
10 H 2.8467 -1.4790 -4.4524  C5 1.085
11 H 2.4863 -2.3440 -5.9834  C5 1.089
12 H 3.4377 -0.8785 -5.9964  C5 1.100
13 C 1.7769 -3.8624 -2.1401  O14 1.206, N15 1.337, H18 1.102
14 O 2.6448 -3.1847 -2.6319  C13 1.206
15 N 1.7055 -5.1939 -2.2398  C13 1.337, C16 1.434, C17 1.432
16 C 0.5117 -5.8788 -1.8387  N15 1.434, H19 1.093, H20 1.092, H21 1.088
17 C 2.6242 -5.9149 -3.0681  N15 1.432, H22 1.086, H23 1.090, H24 1.086
18 H 0.9528 -3.3856 -1.5851  C13 1.102
19 H -0.3489 -5.6230 -2.4613  C16 1.093
20 H 0.2852 -5.6674 -0.7914  C16 1.092
21 H 0.6464 -6.9575 -1.8787  C16 1.088
22 H 2.8557 -6.8567 -2.5804  C17 1.086
23 H 2.2191 -6.0433 -4.0721  C17 1.090
24 H 3.5425 -5.3404 -3.1526  C17 1.086
25 C -4.2698 3.9698 2.2236  O26 1.219, N27 1.356, H30 1.097
26 O -4.9861 3.3847 3.0184  C25 1.219
27 N -3.0245 4.4083 2.5339  C25 1.356, C28 1.450, C29 1.455
28 C -2.1653 5.0920 1.5875  N27 1.450, H31 1.090, H32 1.098, H33 1.088
29 C -2.5102 4.0596 3.8494  N27 1.455, H34 1.086, H35 1.094, H36 1.087
30 H -4.5452 4.1622 1.1793  C25 1.097
31 H -1.1116 5.0523 1.8624  C28 1.090
32 H -2.3982 6.1642 1.5416  C28 1.098
33 H -2.2522 4.6629 0.5918  C28 1.088
34 H -3.1405 4.4378 4.6490  C29 1.086
35 H -2.4620 2.9700 3.9389  C29 1.094
36 H -1.4941 4.4309 3.9592  C29 1.087
37 C -2.4144 -1.3359 -5.2742  O38 1.201, N39 1.352, H42 1.107
38 O -3.4520 -0.9618 -5.7506  C37 1.201
39 N -2.2903 -2.1986 -4.2413  C37 1.352, C40 1.448, C41 1.454
40 C -3.4536 -2.6544 -3.5085  N39 1.448, H43 1.083, H44 1.096, H45 1.097
41 C -0.9796 -2.5075 -3.6920  N39 1.454, H46 1.094, H47 1.083, H48 1.093
42 H -1.4367 -0.9159 -5.5777  C37 1.107
43 H -4.3741 -2.4577 -4.0450  C40 1.083
44 H -3.4548 -2.1830 -2.5191  C40 1.096
45 H -3.4307 -3.7419 -3.3682  C40 1.097
46 H -0.5043 -1.5935 -3.3245  C41 1.094
47 H -1.0582 -3.2003 -2.8632  C41 1.083
48 H -0.3394 -2.9130 -4.4792  C41 1.093
49 C -1.6194 -2.9535 6.7870  O50 1.199, N51 1.336, H54 1.094
50 O -1.8144 -3.8968 7.5016  C49 1.199
51 N -1.5638 -3.0216 5.4541  C49 1.336, C52 1.443, C53 1.429
52 C -1.3597 -1.8418 4.6485  N51 1.443, H55 1.080, H56 1.098, H57 1.083
53 C -1.7473 -4.2138 4.6876  N51 1.429, H58 1.086, H59 1.093, H60 1.091
54 H -1.4242 -1.9592 7.1993  C49 1.094
55 H -2.0903 -1.8079 3.8540  C52 1.080
56 H -0.3592 -1.9456 4.2089  C52 1.098
57 H -1.4002 -0.9070 5.1948  C52 1.083
58 H -0.8775 -4.3388 4.0492  C53 1.086
59 H -1.7414 -5.0443 5.3981  C53 1.093
60 H -2.6969 -4.2099 4.1497  C53 1.091
61 C -0.2815 -0.4841 -0.0721  O62 1.218, N63 1.346, H66 1.106
62 O 0.3261 -0.7484 -1.0938  C61 1.218
63 N 0.0548 0.4709 0.8145  C61 1.346, C64 1.454, C65 1.460
64 C -0.7826 0.8570 1.9384  N63 1.454, H67 1.092, H68 1.091, H69 1.091
65 C 1.2600 1.2814 0.6698  N63 1.460, H70 1.099, H71 1.084, H72 1.078
66 H -1.1589 -1.0377 0.3121  C61 1.106
67 H -0.2750 0.6455 2.8817  C64 1.092
68 H -1.6755 0.2305 1.9474  C64 1.091
69 H -1.1110 1.8970 1.9431  C64 1.091
70 H 2.0274 0.8964 1.3556  C65 1.099
71 H 1.7404 1.1261 -0.2889  C65 1.084
72 H 1.0625 2.3240 0.8601  C65 1.078
73 C -0.6559 -4.6662 1.5623  O74 1.191, N75 1.345, H78 1.104
74 O -0.4989 -3.4863 1.5165  C73 1.191
75 N -1.7057 -5.3230 1.0372  C73 1.345, C76 1.434, C77 1.454
76 C -2.0221 -6.6778 1.3845  N75 1.434, H79 1.087, H80 1.097, H81 1.091
77 C -2.7507 -4.5745 0.3578  N75 1.454, H82 1.091, H83 1.098, H84 1.082
78 H -0.0063 -5.3661 2.1162  C73 1.104
79 H -2.5833 -7.1763 0.5983  C76 1.087
80 H -2.6134 -6.7070 2.3081  C76 1.097
81 H -1.1279 -7.2722 1.5780  C76 1.091
82 H -3.0887 -5.1306 -0.5180  C77 1.091
83 H -3.5954 -4.4626 1.0500  C77 1.098
84 H -2.4298 -3.5875 0.0503  C77 1.082
85 C 1.7747 1.0277 4.6323  O86 1.229, N87 1.346, H90 1.100
86 O 1.3861 2.0458 4.0638  C85 1.229
87 N 2.2323 0.9774 5.8971  C85 1.346, C88 1.431, C89 1.463
88 C 2.4392 2.1642 6.6695  N87 1.431, H91 1.085, H92 1.088, H93 1.099
89 C 2.9272 -0.2493 6.2885  N87 1.463, H94 1.079, H95 1.091, H96 1.095
90 H 1.6689 0.0589 4.1217  C85 1.100
91 H 2.0564 3.0582 6.1889  C88 1.085
92 H 3.4749 2.2849 6.9801  C88 1.088
93 H 1.8161 2.0706 7.5695  C88 1.099
94 H 3.4360 -0.1941 7.2390  C89 1.079
95 H 2.1986 -1.0580 6.2142  C89 1.091
96 H 3.6501 -0.4948 5.5029  C89 1.095
97 C -4.4676 1.9302 -1.4737  O98 1.208, N99 1.356, H102 1.103
98 O -4.8748 2.7059 -0.6421  C97 1.208
99 N -3.1678 1.8266 -1.8465  C97 1.356, C100 1.449, C101 1.445
100 C -2.1006 2.4073 -1.0578  N99 1.449, H103 1.092, H104 1.084, H105 1.092
101 C -2.7627 1.2905 -3.1253  N99 1.445, H106 1.096, H107 1.087, H108 1.089
102 H -5.0820 1.1361 -1.9300  C97 1.103
103 H -1.8737 3.3349 -1.5870  C100 1.092
104 H -1.3193 1.6975 -0.8105  C100 1.084
105 H -2.4615 2.6931 -0.0675  C100 1.092
106 H -3.5886 0.6952 -3.5300  C101 1.096
107 H -2.4721 2.0938 -3.7979  C101 1.087
108 H -1.9694 0.5533 -3.0088  C101 1.089
109 C 0.7836 3.3743 -2.8987  O110 1.194, N111 1.334, H114 1.098
110 O 1.4945 3.3398 -1.9401  C109 1.194
111 N 0.9972 4.0947 -4.0013  C109 1.334, C112 1.443, C113 1.486
112 C 2.2141 4.8467 -4.1942  N111 1.443, H115 1.088, H116 1.099, H117 1.083
113 C 0.0863 4.0504 -5.1741  N111 1.486, H118 1.088, H119 1.096, H120 1.093
114 H -0.1482 2.7985 -2.9743  C109 1.098
115 H 1.9979 5.7792 -4.7112  C112 1.088
116 H 2.8600 4.2542 -4.8567  C112 1.099
117 H 2.7654 5.0478 -3.2836  C112 1.083
118 H 0.0341 5.0361 -5.6325  C113 1.088
119 H 0.4096 3.2875 -5.8914  C113 1.096
120 H -0.9295 3.8190 -4.8437  C113 1.093
121 C 2.3857 -2.3463 2.5784  O122 1.201, N123 1.345, H126 1.097
122 O 2.1130 -2.1200 3.7259  C121 1.201
123 N 3.6004 -2.7136 2.1337  C121 1.345, C124 1.439, C125 1.440
124 C 3.8136 -3.0323 0.7469  N123 1.439, H127 1.097, H128 1.085, H129 1.099
125 C 4.6873 -3.0217 3.0271  N123 1.440, H130 1.086, H131 1.091, H132 1.092
126 H 1.6620 -2.2323 1.7619  C121 1.097
127 H 4.7129 -2.5177 0.3861  C124 1.097
128 H 2.9895 -2.7415 0.1040  C124 1.085
129 H 4.0839 -4.0856 0.5905  C124 1.099
130 H 4.5258 -2.5311 3.9825  C125 1.086
131 H 4.8030 -4.0948 3.1896  C125 1.091
132 H 5.5982 -2.5991 2.5989  C125 1.092
133 C 1.2325 7.5913 1.0949  O134 1.220, N135 1.358, H138 1.103
134 O 1.0733 7.5481 2.3040  C133 1.220
135 N 1.5363 6.5358 0.2961  C133 1.358, C136 1.477, C137 1.449
136 C 1.5953 6.7030 -1.1706  N135 1.477, H139 1.095, H140 1.095, H141 1.097
137 C 1.9100 5.2488 0.8475  N135 1.449, H142 1.090, H143 1.092, H144 1.081
138 H 1.0937 8.5297 0.5320  C133 1.103
139 H 1.5589 7.7633 -1.4402  C136 1.095
140 H 0.7434 6.2247 -1.6639  C136 1.095
141 H 2.5807 6.3919 -1.5375  C136 1.097
142 H 1.1482 4.5054 0.6142  C137 1.090
143 H 2.8171 4.9100 0.3422  C137 1.092
144 H 2.0272 5.3877 1.9127  C137 1.081
145 C 5.8709 1.2507 -1.2136  O146 1.211, N147 1.347, H150 1.103
146 O 5.9660 0.5374 -0.2392  C145 1.211
147 N 4.9113 1.1656 -2.1543  C145 1.347, C148 1.420, C149 1.432
148 C 4.8629 2.1170 -3.2074  N147 1.420, H151 1.094, H152 1.094, H153 1.094
149 C 3.8373 0.2341 -1.9830  N147 1.432, H154 1.074, H155 1.094, H156 1.083
150 H 6.6089 2.0395 -1.4382  C145 1.103
151 H 4.6320 1.6862 -4.1864  C148 1.094
152 H 5.8617 2.5305 -3.3754  C148 1.094
153 H 4.2128 2.9805 -3.0396  C148 1.094
154 H 3.9271 -0.5132 -1.2171  C149 1.074
155 H 3.0437 0.9309 -1.6970  C149 1.094
156 H 3.5786 -0.2594 -2.9115  C149 1.083
157 C -4.6204 0.3841 3.7776  O158 1.198, N159 1.348, H162 1.096
158 O -3.5607 0.1668 4.2933  C157 1.198
159 N -5.0995 -0.1372 2.6300  C157 1.348, C160 1.448, C161 1.431
160 C -4.4027 -1.1744 1.8983  N159 1.448, H163 1.088, H164 1.100, H165 1.092
161 C -6.3523 0.3039 2.0968  N159 1.431, H166 1.102, H167 1.103, H168 1.083
162 H -5.2805 1.1353 4.2250  C157 1.096
163 H -3.6078 -1.5777 2.5220  C160 1.088
164 H -3.9145 -0.7864 0.9919  C160 1.100
165 H -5.0596 -1.9931 1.5973  C160 1.092
166 H -6.2107 0.8951 1.1773  C161 1.102
167 H -6.9880 -0.4953 1.6805  C161 1.103
168 H -6.9511 0.8403 2.8229  C161 1.083

Results
relative energy (zero: lowest compared OMol25 entry of this formula, charge and spin)	759.7	kJ/mol
orbital gap	0.320	hartree
HOMO level	-8.6	eV